C34H95N7O10 | wB97M-V/def2-TZVPD

```
146
Properties=species:S:1:pos:R:3
C -0.309 1.070 -0.694
C -0.579 -0.466 -0.906
O -0.515 -0.565 -2.327
H 0.714 1.269 -1.014
H -0.427 1.260 0.373
H -0.981 1.711 -1.265
H -1.550 -0.782 -0.522
H 0.195 -0.947 -0.309
H -1.215 -0.024 -2.701
C 3.329 4.547 -4.584
C 3.698 5.207 -5.926
O 4.469 6.359 -5.609
H 4.186 4.346 -3.940
H 2.977 3.535 -4.785
H 2.521 5.116 -4.124
H 2.813 5.562 -6.454
H 4.293 4.605 -6.612
H 5.371 6.108 -5.818
C -5.888 0.453 -4.088
C -4.897 1.396 -3.456
O -3.773 1.375 -4.276
H -6.177 0.860 -5.057
H -6.771 0.440 -3.449
H -5.588 -0.591 -4.175
H -4.560 0.961 -2.515
H -5.277 2.365 -3.131
H -3.913 1.925 -5.050
C -10.022 -5.698 -3.991
C -9.105 -6.874 -3.425
C -8.493 -6.541 -2.054
O -7.619 -5.474 -2.199
C -6.827 -5.202 -1.066
N -9.821 -8.151 -3.546
H -9.480 -4.763 -3.853
H -10.943 -5.588 -3.419
H -10.219 -5.771 -5.061
H -8.323 -7.004 -4.173
H -7.838 -7.341 -1.707
H -9.184 -6.338 -1.236
H -6.452 -4.182 -1.149
H -5.948 -5.838 -0.960
H -7.322 -5.322 -0.102
H -10.075 -8.225 -4.520
H -9.159 -8.896 -3.380
C 4.828 -7.788 5.356
C 5.079 -6.885 4.073
C 3.863 -6.615 3.152
O 4.249 -6.008 1.948
C 3.162 -5.613 1.135
N 5.700 -5.619 4.438
H 4.567 -8.819 5.114
H 3.965 -7.419 5.909
H 5.626 -7.880 6.094
H 5.892 -7.316 3.490
H 3.182 -6.050 3.788
H 3.315 -7.509 2.853
H 3.468 -4.850 0.419
H 2.341 -5.143 1.677
H 2.788 -6.508 0.638
H 6.535 -5.776 4.983
H 6.077 -5.288 3.561
C 9.289 7.938 0.632
C 8.457 7.140 -0.449
C 6.938 7.005 -0.063
O 6.725 6.125 1.042
C 6.569 4.755 0.748
N 8.488 7.981 -1.653
H 8.821 8.918 0.726
H 10.348 7.932 0.374
H 9.256 7.468 1.615
H 8.811 6.159 -0.763
H 6.401 6.709 -0.964
H 6.592 8.007 0.190
H 6.530 4.196 1.683
H 7.346 4.320 0.119
H 5.638 4.575 0.211
H 9.450 8.216 -1.849
H 8.176 7.485 -2.476
C 1.227 6.381 2.631
C 0.390 7.247 1.705
C 0.583 6.790 0.220
O 0.115 7.803 -0.664
C -1.050 7.368 -1.452
N -0.996 7.095 2.145
H 2.280 6.660 2.592
H 1.149 5.309 2.453
H 0.956 6.600 3.664
H 0.608 8.313 1.756
H 0.107 5.831 0.013
H 1.629 6.583 -0.009
H -0.894 6.391 -1.909
H -1.353 8.051 -2.246
H -1.856 7.255 -0.727
H -1.220 6.111 2.133
H -1.550 7.617 1.482
C -2.463 3.155 7.516
C -2.603 3.768 6.140
C -3.544 3.071 5.187
O -3.521 3.743 3.900
C -4.425 3.124 3.009
N -2.951 5.173 6.347
H -3.407 3.224 8.058
H -1.749 3.712 8.123
H -2.090 2.133 7.577
H -1.610 3.836 5.695
H -4.564 3.012 5.569
H -3.195 2.060 4.977
H -4.401 3.726 2.101
H -5.391 2.937 3.477
H -4.161 2.125 2.660
H -3.898 5.134 6.696
H -3.065 5.526 5.408
C -0.752 -4.719 -6.921
C -0.970 -5.850 -5.850
C -0.591 -7.233 -6.453
O -1.594 -7.631 -7.400
C -1.245 -8.895 -8.068
N -0.162 -5.571 -4.692
H -1.254 -3.816 -6.574
H -1.248 -5.001 -7.850
H 0.308 -4.535 -7.096
H -1.989 -6.019 -5.501
H -0.623 -7.918 -5.605
H 0.390 -7.137 -6.918
H -1.942 -9.337 -8.780
H -1.031 -9.650 -7.312
H -0.275 -8.936 -8.562
H 0.804 -5.598 -4.986
H -0.413 -4.652 -4.356
C 2.487 0.616 5.636
C 2.695 -0.866 5.570
C 1.372 -1.628 5.629
O 0.619 -1.431 4.415
C -0.695 -1.872 4.568
N 3.264 -1.259 4.258
H 1.848 0.934 4.812
H 3.450 1.115 5.520
H 2.006 0.968 6.548
H 3.369 -1.169 6.371
H 0.815 -1.298 6.506
H 1.601 -2.681 5.790
H -1.288 -1.573 5.432
H -0.730 -2.961 4.549
H -1.227 -1.530 3.679
H 3.550 -2.218 4.395
H 2.576 -1.248 3.519
```

Computed properties:
Gap between HOMO and LUMO = 0.32734 hartree
Relative energy (zero: lowest compared OMol25 entry of this formula, charge and spin) = 120.2 kcal per mole
Multiplicity = 1
Max |F| = 3.30 eV/Å
E_LUMO = 0.14 eV
Structure (SMILES) = COC[C@H](C)N.COC[C@H](C)N.COC[C@H](C)N.COC[C@H](C)N.COC[C@H](C)N.COC[C@H](C)N.COC[C@H](C)N.CCO.CCO.CCO
Total energy = -67696.1559 eV